The following is a DFT calculation (ωB97M-V with the def2-TZVPD basis set) of a gas-phase ion, C9H12N (charge +1).

Values from the calculation:
Energy in eV: -11005.094
SMILES string: C[C@]12[C@@H]3[C@H]4[C@@H]5[C@H]([C@H]41)[C@@]2([NH3+])[C@@H]53
HOMO in eV: -13.43
Kohn-Sham gap in Eh: 0.3567
Charge: +1
ΔE to the lowest compared entry with this formula, charge and spin in kcal/mol: 109.9

Each line ends with the Mulliken charge.
Positions of all 22 atoms, in Å:
H (2.33871, 1.85123, 0.64471)  0.510
C (0.06230, 0.81904, -1.30651)  -0.470
C (-0.59352, 1.08396, 0.80493)  -0.136
C (1.37804, 0.09118, -0.75816)  -0.500
H (0.10471, 3.08468, -0.20144)  0.462
H (-1.30885, 1.38702, 1.59937)  0.473
H (2.08845, -0.51569, -1.45957)  0.384
H (-2.08322, -1.39473, -1.18536)  0.356
H (-2.78268, -0.64586, 0.20650)  0.395
C (-2.16411, -0.46711, -0.65773)  -1.501
H (0.61385, -2.21079, 1.54211)  0.464
H (-2.83684, 0.21815, -1.13821)  0.387
N (0.76528, -2.16238, 0.47736)  0.006
C (0.62177, 0.38652, 1.26051)  -0.556
C (0.49917, -0.71796, 0.18788)  -0.714
H (-0.30959, 0.83001, -2.28438)  0.602
C (0.20978, 1.97489, -0.19584)  -0.662
C (1.46619, 1.28654, 0.32761)  -0.364
H (1.77062, -2.52043, 0.27499)  0.423
H (0.69544, 0.39703, 2.33861)  0.564
C (-0.81511, 0.02423, -0.32880)  0.490
H (0.27960, -2.79955, -0.14860)  0.385

The following is a DFT calculation (ωB97M-V with the def2-TZVPD basis set) of 2 unconnected molecules or ions with the total composition C2N4O2.

Values from the calculation:
Energy in eV: -12124.864
HOMO (alpha / beta) in eV: 0.38 / 1.49
Kohn-Sham gap (alpha / beta) in Eh: 0.2234 / 0.1924
Charge: -2
ΔE to the lowest compared entry with this formula, charge and spin in kcal/mol: 69.3

Each line ends with the Mulliken charge.
Positions of all 8 atoms, in Å:
C (2.33312, -0.08323, -0.07572)  -0.012
N (-2.53064, 0.70724, 0.00412)  -0.404
N (-1.05152, -0.92438, -0.27122)  -0.352
O (2.56758, 0.16821, -1.23996)  -0.315
N (-1.39425, 1.02068, 0.66619)  -0.415
O (2.89719, -0.41834, 0.94408)  -0.241
C (-0.52323, 0.05273, 0.45247)  0.170
N (-2.29825, -0.52292, -0.47996)  -0.431

The following is a DFT calculation (ωB97M-V with the def2-TZVPD basis set) of 9 unconnected molecules or ions with the total composition C4H29N2O8.

Values from the calculation:
Energy in eV: -23973.138
HOMO in eV: -12.66
Kohn-Sham gap in Eh: 0.3687
Charge: +1
ΔE to the lowest compared entry with this formula, charge and spin in kcal/mol: 56.1

Each line ends with the Mulliken charge.
Positions of all 43 atoms, in Å:
H (-1.05282, -1.42117, 3.83365)  0.382
C (-2.16125, -2.38415, 0.62925)  -0.103
H (-2.94830, 0.06353, -0.11342)  0.499
H (1.05452, 0.92603, 1.48756)  0.363
H (0.51119, -1.96812, -0.74903)  0.296
H (0.72774, 3.87005, -1.45058)  0.321
O (0.04843, 1.12772, -0.67096)  -0.291
H (-0.19530, 4.38271, -0.29561)  0.333
H (-0.26063, -2.64447, 1.71683)  0.285
H (0.35140, -0.26028, -3.09280)  0.327
H (2.47782, 0.44318, -2.61918)  0.463
H (0.50803, -0.38834, 0.79633)  -0.311
H (-1.51541, 0.50342, 1.56476)  0.293
H (-2.77184, -3.23202, 0.89070)  0.405
N (-1.36370, -2.61618, -0.57738)  -0.389
H (-0.43595, 1.84999, -1.03682)  0.191
H (-0.78812, 0.83875, 3.20994)  0.397
H (1.90552, -2.59077, -0.21033)  0.266
H (-2.50295, -0.85914, 2.88163)  0.274
C (-1.38098, -1.10153, 2.83350)  -0.843
H (1.55861, 3.25274, 0.43851)  0.414
C (-1.33252, -2.39396, 1.95201)  -0.478
O (2.33087, 2.68693, 0.79156)  -0.753
O (-3.58087, 0.64227, 0.33785)  -0.643
O (-0.47214, -0.52098, -2.62199)  -0.620
O (0.70226, 4.09062, -0.50999)  -0.637
H (-1.80568, -2.24849, -1.37290)  0.109
O (2.09500, 0.15315, -3.45129)  -0.744
H (-4.20775, 0.04387, 0.79389)  0.314
H (1.18307, -0.47962, 2.37422)  0.465
H (-1.07273, -0.98690, -3.22713)  0.270
H (2.66328, 3.08090, 1.60206)  0.271
O (3.07030, 0.79865, -1.00364)  -0.788
H (0.01323, 0.38141, -1.30812)  0.210
H (-2.76933, -1.47799, 0.52814)  -0.601
H (-1.89211, -3.11121, 2.56865)  0.383
O (1.28365, -1.84507, -0.22087)  -0.535
H (-0.99711, -3.53780, -0.67419)  0.250
H (2.86025, 1.56439, -0.42780)  0.425
H (2.37695, -0.75030, -3.54571)  0.316
C (-0.75567, 0.19919, 2.32166)  -0.284
N (0.54848, 0.04319, 1.71778)  0.162
H (2.55464, 0.12357, -0.54876)  0.338

The following is a DFT calculation (ωB97M-V with the def2-TZVPD basis set) of a molecular structure, HO5S2.

Values from the calculation:
Energy in eV: -31925.125
HOMO in eV: -5.01
Kohn-Sham gap in Eh: 0.3211
Charge: -1
ΔE to the lowest compared entry with this formula, charge and spin in kcal/mol: 15.4

Each line ends with the Mulliken charge.
Positions of all 8 atoms, in Å:
O (-1.13067, -0.09321, 2.77325)  -0.561
O (0.91087, 1.56388, -1.89565)  -0.485
S (0.05933, 2.03101, -0.81795)  0.817
S (-0.61802, 0.92350, 1.83806)  0.616
O (-1.08617, 2.87082, -1.31301)  -0.537
H (-2.16758, 0.41464, -0.03723)  0.319
O (-1.13767, 0.35846, 0.13255)  -0.611
O (0.84128, 0.86367, 1.57253)  -0.558

The following is a DFT calculation (ωB97M-V with the def2-TZVPD basis set) of a gas-phase ion, C4H3O2S (charge -1).

Values from the calculation:
Energy in eV: -19127.037
SMILES string: O=C1CC([O-])=C1S
HOMO in eV: -3.38
Kohn-Sham gap in Eh: 0.2524
Charge: -1
ΔE to the lowest compared entry with this formula, charge and spin in kcal/mol: 3.1

Each line ends with the Mulliken charge.
Positions of all 10 atoms, in Å:
C (-0.37820, -0.75659, -0.12846)  0.618
H (-2.14780, 0.61246, -0.61454)  0.194
O (-0.58212, -1.98713, -0.06521)  -0.756
S (2.50706, -0.56151, -0.02205)  -0.369
H (2.10639, -1.86842, 0.20424)  0.123
C (0.15435, 1.23259, -0.12257)  0.691
H (-1.61960, 0.36494, 0.99021)  0.147
O (0.36750, 2.42701, -0.08971)  -0.733
C (-1.21255, 0.51676, 0.06309)  -0.511
C (0.80497, 0.01988, -0.21500)  -0.402

The following is a DFT calculation (ωB97M-V with the def2-TZVPD basis set) of a molecular structure, C28H24Br2ClInN7O6S.

Values from the calculation:
Energy in eV: -220754.505
HOMO in eV: -11.01
Kohn-Sham gap in Eh: 0.2997
Charge: +1

Each line ends with the Mulliken charge.
Positions of all 70 atoms, in Å:
C (-3.77773, -0.69236, -1.11738)  0.290
In (-0.77355, 0.69110, 0.86627)  1.363
H (5.52547, -0.67125, 3.59260)  0.397
N (-3.74973, -0.85122, 0.28643)  0.152
C (-4.63740, -1.49995, 1.07949)  0.448
H (-4.59978, -2.36165, -3.92284)  0.413
C (3.99783, 0.31353, 2.45970)  1.167
H (0.80475, -0.64119, 3.09794)  0.421
C (3.47241, -1.67469, -2.96680)  -0.939
N (5.70746, -2.18695, -2.26462)  -0.511
N (-0.09679, 2.38966, -1.15019)  0.020
C (1.01406, 2.20943, -3.59343)  -0.321
H (6.09209, 0.13052, 2.11265)  0.411
H (-4.37153, -2.71788, -1.50915)  0.600
C (0.21820, 3.50154, -1.79374)  -0.291
H (-3.73833, -1.10536, 4.83145)  0.403
C (-4.24327, -1.32414, 2.41320)  -0.456
C (2.13985, -1.50014, -2.66963)  -0.510
C (3.68500, 1.11834, 1.36184)  -0.937
H (6.29840, -2.67611, -1.61535)  0.225
H (-4.04696, -0.16997, -4.91288)  0.424
H (0.99945, 4.36981, -3.60611)  0.449
C (3.92818, -2.16417, -0.64925)  -0.905
C (1.64997, -0.15777, 2.62266)  -0.315
H (1.50125, 2.07308, -4.54924)  0.526
N (-2.82787, -0.26144, 1.04379)  0.072
H (5.96342, -2.26941, -3.23352)  0.220
H (1.42300, -1.25085, -3.43308)  0.523
H (0.06234, 4.42988, -1.26121)  0.465
H (2.23151, -2.09950, 0.65847)  0.701
Cl (-6.02018, -2.27539, 0.51116)  -0.084
C (-4.99399, -1.92168, 3.57648)  0.554
O (-0.83864, -2.15112, -1.88349)  -0.650
C (-1.72753, 3.67367, 2.69258)  -0.470
O (-5.97853, -2.57549, 3.36624)  -0.570
C (-3.51812, 0.71753, -3.03730)  -0.671
H (3.11362, -0.96399, 3.95055)  0.456
H (-3.15156, 1.37451, -1.03324)  0.201
N (1.37846, 0.62413, 1.58349)  0.241
C (4.39206, -2.02694, -1.96630)  1.117
O (-0.22555, -1.61545, 0.43856)  -0.764
H (3.81936, -1.56740, -3.98278)  0.320
Br (0.12637, 3.64162, 2.22205)  -0.039
C (-3.95400, -0.31874, -3.84825)  -0.650
N (0.69998, 1.09109, -2.96615)  -0.427
H (5.65236, 1.08324, 3.52291)  0.358
H (2.09724, 1.90134, 0.13772)  0.431
C (2.59829, -1.96877, -0.34884)  -0.378
C (-2.21098, 0.07341, 3.36464)  1.135
Br (-2.77662, 3.03609, 1.20731)  0.021
H (4.46511, 1.65088, 0.84052)  0.484
O (-1.24497, 0.79729, 2.92436)  -0.529
C (1.70790, -1.64074, -1.35840)  -0.285
H (4.62134, -2.45340, 0.12458)  0.369
C (-4.26959, -1.54945, -3.29516)  -0.935
H (-1.87974, 2.99994, 3.53100)  0.266
C (0.76154, 3.46910, -3.06873)  -0.942
C (0.10263, 1.21545, -1.78651)  0.439
H (-2.02538, 4.69777, 2.91381)  0.465
C (2.93823, -0.33487, 3.09048)  -0.971
C (5.39730, 0.19306, 2.94674)  -1.673
C (-4.16142, -1.75080, -1.93195)  -0.464
C (2.37254, 1.25155, 0.96125)  -0.190
O (-2.44750, -0.07283, 4.55020)  -0.874
H (-3.26173, 1.67245, -3.47230)  0.475
C (-3.44020, 0.54133, -1.66726)  0.221
O (-4.53086, -1.69948, 4.78504)  -0.544
S (-0.00404, -1.41578, -0.99815)  1.559
N (-0.34920, 0.18074, -1.09584)  -0.545
C (-3.08570, -0.53477, 2.32092)  0.035